Entry from OMol25: C37H43NO2PV as an isolated structure (ωB97M-V with the def2-TZVPD basis set).

Calculated values
- net charge = -1
- multiplicity = 4
- HOMO-LUMO gap (alpha / beta) (eV) = 2.31 / 5.25
- E_HOMO (alpha / beta) (eV) = -0.0958 / -3.0333

The geometry in XYZ format:
```
85
Properties=species:S:1:pos:R:3:forces:R:3
O -2.403046 2.987683 -1.599403 -0.9 -0.7 -0.5
C -3.701544 2.512679 -1.141768 -0.3 0.2 1.1
C -4.354855 2.523332 -2.513160 0.9 0.2 0.1
H -4.111882 3.292334 -0.493272 0.2 -1.5 0.0
H -3.639481 1.529702 -0.672627 0.1 0.0 0.0
C -2.868669 2.785485 -2.957684 -1.2 -0.1 -0.3
H -5.055733 3.342832 -2.682825 0.1 -0.3 -0.1
H -4.750128 1.540646 -2.794800 -0.1 0.5 -0.3
C -2.559498 4.017004 -3.793558 0.5 -0.4 0.0
H -2.668581 4.934759 -3.198739 -0.2 -0.3 -0.1
H -3.199718 4.051644 -4.681077 0.2 0.1 0.0
H -1.500310 3.951813 -4.089844 -0.3 0.2 -0.1
C -2.450097 1.450034 -3.522855 0.4 -0.1 -0.3
H -2.638878 0.655184 -2.774751 0.2 0.4 -0.4
H -1.391603 1.460464 -3.778092 -0.2 -0.1 -0.2
H -3.077442 1.236203 -4.407604 0.4 0.0 0.2
V 0.452372 -1.040745 -0.778786 -2.2 -0.7 -2.5
C -0.433425 -2.990897 -1.754784 -1.0 0.2 0.5
C -0.568420 -3.229283 -0.351920 -0.9 0.5 -0.4
C -1.365076 -2.178377 0.217237 -0.3 -0.4 -0.8
H -0.175895 -4.099640 0.174580 0.1 0.5 -0.1
C -1.739071 -1.279194 -0.838624 -0.1 -1.2 -0.6
C -1.187941 -1.815839 -2.070518 -1.1 -0.2 0.6
H -1.422148 -1.445615 -3.070231 0.4 -0.1 0.4
H 0.029379 -3.656648 -2.488680 0.0 0.4 0.4
H -1.709095 -2.097344 1.249242 0.4 0.0 -0.3
H -2.409891 -0.424353 -0.749748 0.3 -0.3 0.0
C 2.703873 -0.222299 -1.644577 -0.3 1.0 -0.1
C 1.705590 -0.594065 -2.601912 0.1 1.3 0.0
C 0.599712 0.314533 -2.428177 0.9 0.7 -0.2
H 1.805421 -1.319475 -3.415222 0.0 0.3 0.4
C 0.844744 1.116626 -1.245253 0.7 0.0 -1.1
C 2.180578 0.815938 -0.823384 0.2 0.0 -1.0
H 2.711404 1.346288 -0.037196 -0.2 -0.5 0.0
H 3.720063 -0.611664 -1.623322 -0.3 -0.1 0.3
H -0.201366 0.450864 -3.139592 0.2 -0.4 0.5
H 0.177637 1.882461 -0.841703 0.3 -0.3 -0.2
O -3.920863 4.884049 -0.172024 -1.8 3.5 0.8
C -4.936305 5.517809 -1.032047 0.1 -0.6 0.1
C -5.782783 6.506500 -0.214876 0.3 0.1 0.2
H -5.616639 4.742939 -1.421644 0.3 0.0 0.2
H -4.440083 5.966445 -1.899897 0.1 -0.1 0.3
C -5.514086 6.114913 1.249585 0.0 -0.1 0.0
H -6.850363 6.399727 -0.445451 0.3 0.1 -0.1
H -5.496769 7.548858 -0.394081 0.0 -0.2 0.0
C -4.323865 5.141363 1.207464 0.3 -0.5 -0.1
H -6.401656 5.635512 1.683560 0.3 0.1 0.0
H -5.269659 6.988204 1.860246 -0.1 -0.1 -0.1
H -4.607657 4.181284 1.668835 0.2 0.1 -0.2
H -3.456689 5.528534 1.755568 -0.1 -0.1 -0.2
N 1.400849 -1.530150 0.589701 4.2 -2.4 5.4
P 2.519643 -2.260999 1.464529 -2.5 2.5 -2.2
C 4.008894 -1.266770 1.454867 0.2 -0.7 0.5
C 5.191538 -1.694888 0.829052 0.4 0.4 0.1
C 6.290138 -0.833184 0.775158 -0.3 -0.1 0.0
C 6.217549 0.444806 1.341839 0.1 0.0 0.0
C 5.032165 0.871716 1.956017 -0.3 -0.4 0.1
C 3.927340 0.021487 2.011724 0.6 0.3 0.1
C 1.937171 -2.500001 3.150242 0.5 -0.3 0.3
C 2.703396 -2.180966 4.285461 -0.3 -0.2 0.2
C 2.179720 -2.407395 5.562619 0.0 0.0 -0.2
C 0.918860 -2.994609 5.720001 -0.1 0.1 -0.1
C 0.157220 -3.315442 4.588137 0.3 0.1 -0.1
C 0.655388 -3.061446 3.309683 0.1 -0.2 0.3
C 2.874615 -3.874795 0.747409 0.6 -0.9 0.2
C 3.150008 -4.974300 1.577000 -0.1 0.0 -0.5
C 3.359757 -6.233635 1.013659 0.0 0.0 -0.1
C 3.283223 -6.409635 -0.373557 0.0 0.2 0.2
C 3.011868 -5.313610 -1.201723 0.1 0.0 0.2
C 2.830723 -4.046320 -0.648027 0.0 0.0 0.2
H 5.256575 -2.710023 0.429830 0.0 0.3 0.1
H 7.214448 -1.172659 0.306551 -0.2 0.1 0.1
H 7.086444 1.105581 1.319048 -0.2 -0.2 0.0
H 4.972385 1.857905 2.417690 0.0 -0.2 -0.2
H 3.003130 0.335091 2.503897 0.2 -0.1 -0.2
H 3.719512 -1.793499 4.166421 -0.4 0.0 0.0
H 2.767053 -2.145149 6.443618 -0.1 -0.1 -0.2
H 0.527613 -3.206709 6.719510 0.1 0.1 -0.3
H -0.820504 -3.783281 4.698985 0.2 0.1 0.0
H 0.073977 -3.338281 2.427056 0.2 0.2 0.2
H 3.198468 -4.834388 2.658688 0.0 -0.1 -0.3
H 3.586598 -7.079778 1.663084 -0.1 0.1 -0.2
H 3.441067 -7.397565 -0.809172 -0.1 0.2 0.1
H 2.945914 -5.442779 -2.283861 0.1 0.0 0.3
H 2.647692 -3.183545 -1.295745 -0.1 -0.2 0.3
```
Positions in Å, forces in eV/Å.

Entry from OMol25: a 5-piece molecular cluster, C31H35FN5O2 overall (ωB97M-V with the def2-TZVPD basis set).

Calculated values
- net charge = +1
- HOMO-LUMO gap (eV) = 6.01
- E_HOMO (eV) = -10.6497

The geometry in XYZ format:
```
74
Properties=species:S:1:pos:R:3:forces:R:3
O 0.238002 5.313108 -0.140299 0.6 -0.3 -0.1
C 0.899933 4.823311 -0.991777 -0.6 -0.2 -0.3
F 2.194678 5.209697 -1.201296 -1.4 -0.7 -0.1
C 0.317603 3.723882 -1.933086 0.8 -0.6 -0.1
C -0.677544 2.784607 -1.188574 -0.9 -1.0 1.1
C -1.898576 2.433394 -1.868969 1.3 0.7 0.6
N -2.824317 1.592291 -1.300457 1.7 0.2 1.2
C -2.613403 1.051254 -0.064117 1.4 0.2 1.0
C -1.413424 1.325262 0.742560 -0.5 0.6 -1.9
C -1.322654 0.596440 2.117294 -0.3 0.8 0.1
C -0.100605 1.009112 3.018510 0.9 -0.5 0.3
C 1.004842 -0.121765 3.169848 -0.6 0.4 0.9
C 0.424510 -1.531588 3.550105 0.3 -0.1 -0.5
O 0.262440 -2.369535 2.370213 -0.2 1.2 0.2
C -0.415854 2.220302 0.160600 -2.2 -0.6 -1.5
H 1.168468 3.126081 -2.372150 -0.9 0.5 0.5
H -0.211725 4.193968 -2.799497 0.5 -0.2 0.8
H -2.105515 2.861224 -2.882298 0.0 -0.7 0.9
H -3.676555 1.346201 -1.805205 0.3 0.2 0.1
H -3.382264 0.347533 0.337263 0.7 0.8 -0.6
H -2.254550 0.852988 2.699455 0.8 -0.2 -0.8
H -1.385914 -0.506990 1.905929 0.3 1.0 0.3
H 0.444795 1.927030 2.656581 -0.8 -0.8 0.3
H -0.416424 1.265857 4.069389 -0.1 -0.3 -1.2
H 1.618013 -0.169743 2.234023 -0.3 -0.2 0.8
H 1.651171 0.201974 4.036231 -0.4 -0.3 -1.1
H 1.108697 -2.078155 4.254215 -0.6 0.6 -0.6
H -0.596584 -1.479247 4.027892 1.1 0.2 -0.4
H 0.794816 -2.019595 1.638112 -0.1 -0.2 0.5
H 0.514372 2.461721 0.715929 -0.8 -0.1 -0.6
N 1.082526 -6.226123 2.299322 -0.6 -0.2 -0.4
C 0.749989 -7.372548 1.692257 0.2 0.2 0.2
C -0.414507 -7.550406 0.962387 0.0 0.0 0.0
C -1.290365 -6.482460 0.855081 -0.1 0.0 -0.1
C -0.970940 -5.284580 1.475323 0.0 -0.1 -0.1
C 0.220087 -5.207062 2.179487 0.5 -0.3 0.4
H 1.464658 -8.181397 1.806074 -0.1 -0.1 -0.1
H -0.629648 -8.500262 0.490903 0.0 0.0 0.0
H -2.212292 -6.582420 0.293848 0.0 0.0 0.0
H -1.630765 -4.428821 1.414086 0.1 0.0 0.0
H 0.513669 -4.291350 2.677566 -0.1 -0.4 -0.1
N 6.733331 -8.172315 2.190157 -0.4 0.1 0.1
C 5.964158 -8.746161 3.121352 0.3 0.0 -0.2
C 4.646924 -8.386792 3.362785 0.1 0.1 -0.1
C 4.093690 -7.371130 2.598410 -0.2 -0.1 0.1
C 4.872188 -6.760050 1.628402 0.0 -0.1 0.1
C 6.177565 -7.196589 1.464400 0.2 -0.2 0.1
H 6.442178 -9.532895 3.695552 -0.1 0.0 0.0
H 4.070038 -8.888477 4.129062 0.0 0.0 0.0
H 3.067195 -7.058620 2.756573 0.2 0.1 0.0
H 4.474966 -5.963079 1.012587 0.0 0.0 0.0
H 6.824766 -6.751422 0.715536 0.0 0.0 0.0
N -0.369540 10.562184 1.007358 -0.2 -0.4 -0.2
C -1.608518 10.574649 0.505520 0.3 0.2 0.2
C -2.211599 9.476573 -0.088212 0.0 -0.1 0.0
C -1.488469 8.297272 -0.170878 0.0 0.0 0.0
C -0.201174 8.259446 0.340487 0.0 0.2 0.0
C 0.307558 9.413129 0.917609 -0.1 0.4 0.1
H -2.132744 11.520450 0.590806 0.0 0.0 0.0
H -3.219978 9.543838 -0.475549 0.0 0.0 0.0
H -1.923948 7.416062 -0.629097 0.0 0.0 0.0
H 0.391428 7.361380 0.293922 0.0 0.1 0.1
H 1.308830 9.432703 1.335130 0.0 -0.1 0.0
N -2.178581 2.053754 -5.319225 -0.2 -0.2 -0.1
C -2.648908 2.602454 -6.446523 0.2 0.1 0.3
C -3.169060 1.870277 -7.500915 0.0 -0.1 0.0
C -3.202662 0.489738 -7.387615 -0.1 0.0 -0.1
C -2.720081 -0.103269 -6.231336 0.0 0.0 0.0
C -2.223902 0.717742 -5.233361 0.0 0.3 0.1
H -2.598652 3.684805 -6.490763 0.0 0.0 -0.1
H -3.537641 2.367901 -8.387836 0.0 0.0 0.0
H -3.600637 -0.117861 -8.191346 0.0 0.0 0.0
H -2.729531 -1.178119 -6.107649 0.0 0.0 0.0
H -1.838036 0.299232 -4.308100 0.0 -0.1 0.0
```
Positions in Å, forces in eV/Å.

Entry from OMol25: one molecule with the formula C3H4N4 (ωB97M-V with the def2-TZVPD basis set).

Calculated values
- SMILES string = Nc1cncnn1
- HOMO-LUMO gap (eV) = 9.52
- E_HOMO (eV) = -9.3659

The geometry in XYZ format:
```
11
Properties=species:S:1:pos:R:3:forces:R:3
N 1.914137 -0.323220 -0.524998 0.0 0.1 -0.1
C 0.577049 -0.179445 -0.239336 -0.3 0.0 0.0
C 0.113419 0.651265 0.804155 -0.1 0.0 0.0
N -1.164938 0.712567 1.091325 0.2 -0.1 -0.2
C -1.959770 -0.059938 0.328628 0.0 0.0 0.0
N -1.570913 -0.829595 -0.671287 0.0 0.1 0.2
N -0.278978 -0.887236 -0.968820 0.1 0.1 0.2
H 2.508380 0.467711 -0.336130 0.0 0.0 0.0
H 2.081290 -0.756947 -1.420035 0.0 0.0 0.0
H 0.803616 1.258226 1.391021 -0.1 -0.1 -0.1
H -3.023292 -0.053393 0.545479 0.1 0.0 0.0
```
Positions in Å, forces in eV/Å.

Energy? In order: -2926.11866, -1726.09259, -335.71475 Eh.
Relative energy (zero: lowest compared OMol25 entry of this formula, charge and spin)? In order: 123.81, 0.00, 153.79 kJ/mol.